No. 1
Molecular formula: C36H24Cl4FN3O6PbTe
Method: DFT, wB97M-V/def2-TZVPD

XYZ file:
```
76
Properties=species:S:1:pos:R:3:forces:R:3:lowdin_charge:R:1
Pb -0.909 0.037 -0.227 -0.10 0.23 -0.11 1.280
Cl 4.858 5.583 -0.727 0.08 0.07 0.19 0.748
C 4.235 4.076 -0.167 -0.05 0.19 0.49 -0.673
C 5.072 3.009 0.165 -0.08 -0.20 -0.10 -0.712
Cl 6.780 3.176 0.074 0.00 0.00 0.01 0.704
C 4.486 1.803 0.561 0.03 0.17 -0.16 -0.599
Cl 5.342 0.614 1.422 0.05 -0.05 -0.05 0.784
C 3.077 1.550 0.286 0.31 0.00 -0.16 -0.368
O 2.400 0.708 0.850 0.03 0.08 -0.07 -0.072
C 2.363 2.571 -0.610 -0.47 -0.03 1.23 -0.331
O 1.442 2.335 -1.343 -0.03 -0.05 -0.01 0.091
C 2.841 3.879 -0.132 0.58 -0.23 -0.86 -0.363
Cl 1.660 4.911 0.566 -3.44 -0.64 -1.55 1.064
N -2.940 1.378 -1.266 0.07 0.04 0.08 0.017
C -4.170 1.175 -0.566 -0.05 -0.04 0.00 -0.261
C -4.891 2.284 -0.138 0.02 -0.01 0.04 -0.045
C -6.062 2.129 0.587 0.01 0.00 0.03 -0.083
C -6.520 0.854 0.882 0.00 0.01 -0.03 -0.081
C -5.808 -0.247 0.435 0.02 0.01 0.02 -0.029
C -4.624 -0.118 -0.293 0.01 0.00 0.00 -0.133
C -3.916 -1.357 -0.727 -0.02 0.03 0.00 -0.217
C -4.696 -2.394 -1.243 -0.01 -0.06 -0.01 -0.051
C -4.148 -3.635 -1.538 0.01 0.05 0.02 -0.084
C -2.803 -3.860 -1.295 -0.01 0.04 0.02 -0.087
C -2.019 -2.816 -0.819 0.17 0.04 -0.08 -0.153
C -2.536 -1.544 -0.553 0.17 -0.22 0.14 -0.276
H -2.726 2.367 -1.317 0.08 0.07 -0.06 0.060
H -2.956 0.987 -2.203 -0.04 -0.07 0.04 0.107
H -4.524 3.275 -0.375 0.03 0.02 -0.01 0.109
H -6.610 3.002 0.916 0.01 0.00 0.01 0.103
H -7.422 0.716 1.463 -0.01 0.00 -0.01 0.102
H -6.155 -1.242 0.680 0.01 0.00 0.01 0.116
H -5.753 -2.225 -1.414 0.00 0.00 -0.01 0.110
H -4.773 -4.417 -1.949 -0.01 -0.01 0.03 0.100
H -2.361 -4.832 -1.476 0.01 0.00 -0.03 0.099
H -0.958 -3.013 -0.651 -0.23 0.05 -0.05 0.037
F 2.627 3.821 2.746 0.16 0.18 0.09 0.086
C 1.489 3.941 2.058 0.23 -0.11 0.41 -0.357
C 0.357 3.385 2.455 -0.39 -0.10 -0.04 0.026
N -0.811 3.390 1.738 0.10 0.08 -0.21 0.006
C -1.970 2.700 2.316 -0.10 0.04 0.13 -0.026
C -1.579 1.301 2.835 -0.25 -0.19 -0.19 -0.650
O -1.566 1.137 4.041 0.17 0.00 0.05 0.058
O -1.316 0.407 1.945 -0.07 0.19 0.15 -0.256
C -0.894 4.024 0.515 0.18 -0.14 0.20 -0.514
O -1.897 4.031 -0.160 -0.03 -0.10 0.05 0.077
N 0.211 4.755 0.045 -0.41 -0.26 -0.85 -0.109
C 2.489 6.195 1.327 5.00 1.78 1.50 -0.292
O 2.614 7.294 1.657 -1.65 -0.38 0.01 0.203
H 0.334 2.857 3.403 0.04 -0.13 -0.05 0.166
H -2.745 2.630 1.558 0.06 0.02 -0.07 0.108
H -2.336 3.288 3.157 -0.05 -0.05 -0.03 0.138
H 1.818 5.884 -0.449 -0.11 -0.05 -0.19 0.120
Te 1.674 -2.047 0.936 -0.07 -0.22 0.02 1.409
C 1.322 -4.068 0.407 0.22 -0.01 0.08 -0.535
C 1.183 -4.456 -0.922 0.01 -0.03 -0.04 -0.153
C 0.974 -5.790 -1.240 -0.03 -0.01 0.00 -0.086
C 0.902 -6.745 -0.235 -0.01 0.01 0.00 -0.090
C 1.058 -6.364 1.089 -0.05 0.01 0.00 -0.088
C 1.273 -5.030 1.410 -0.08 0.00 0.00 -0.146
C 3.057 -1.773 -0.635 -0.03 -0.02 0.00 -0.535
C 2.686 -1.122 -1.806 0.00 0.01 -0.03 -0.151
C 3.595 -0.993 -2.849 0.01 0.01 0.00 -0.078
C 4.873 -1.520 -2.727 0.00 0.01 0.00 -0.084
C 5.246 -2.163 -1.555 0.00 0.00 -0.01 -0.084
C 4.345 -2.280 -0.506 -0.01 -0.04 -0.02 -0.150
H 1.250 -3.721 -1.716 -0.02 0.01 0.01 0.099
H 0.862 -6.080 -2.277 0.01 -0.01 -0.01 0.104
H 0.726 -7.784 -0.484 0.03 -0.01 0.00 0.101
H 1.019 -7.105 1.878 -0.01 0.00 0.00 0.103
H 1.405 -4.742 2.446 0.01 0.00 0.00 0.090
H 1.692 -0.706 -1.910 0.00 0.01 0.02 0.066
H 3.298 -0.487 -3.759 0.00 0.00 0.01 0.106
H 5.576 -1.433 -3.545 0.00 0.01 0.00 0.102
H 6.242 -2.577 -1.457 0.01 0.02 0.01 0.105
H 4.643 -2.772 0.411 -0.01 -0.02 -0.01 0.098
```
Positions in Å, forces in eV/Å.

Values from the calculation:
Kohn-Sham gap (spin up / spin down) (eV): 5.0 / 5.3
Energy relative to the best compared isomer or geometry (same formula, charge and spin) (kJ/mol): 1776.9

***

No. 2
Molecular formula: C3H2FNO
Method: DFT, wB97M-V/def2-TZVPD

XYZ file:
```
8
Properties=species:S:1:pos:R:3:forces:R:3:lowdin_charge:R:1
N 0.603 2.302 -0.244 0.12 -0.81 -0.23 0.191
C 0.507 1.168 -0.431 0.10 0.96 0.14 -0.143
C 0.165 -0.257 -0.546 -1.29 0.87 -0.65 -0.253
F -0.871 -0.324 -1.495 0.76 -0.38 0.48 -0.005
C -0.366 -0.618 0.831 0.27 -0.17 1.08 -0.192
O 0.429 -0.799 1.716 -0.63 -0.14 -0.35 0.093
H 1.010 -0.868 -0.824 0.11 -0.24 -0.18 0.155
H -1.477 -0.604 0.992 0.58 -0.09 -0.30 0.153
```
Positions in Å, forces in eV/Å.

Values from the calculation:
Structure (SMILES): N#C[C@H](F)C=O
Kohn-Sham gap (eV): 11.1
Energy relative to the best compared isomer or geometry (same formula, charge and spin) (kJ/mol): 59.9

***

No. 3
Molecular formula: CH2N4OS
Method: DFT, wB97M-V/def2-TZVPD

XYZ file:
```
9
Properties=species:S:1:pos:R:3:forces:R:3:lowdin_charge:R:1
O 0.378 1.735 -0.045 -1.39 0.02 0.29 0.050
N -0.038 0.468 0.238 0.20 -0.95 0.35 -0.165
N -1.296 0.018 -0.092 -0.59 0.09 -0.23 0.041
N -1.267 -1.321 -0.092 0.90 0.22 0.40 0.028
N -0.056 -1.739 0.019 -1.05 0.64 -0.28 0.041
C 0.785 -0.623 0.117 -0.60 0.02 0.09 -0.893
S 2.394 -0.579 -0.014 0.87 0.30 -0.04 0.670
H 1.245 1.609 -0.445 0.96 -0.32 -0.39 0.054
H -2.145 0.432 0.313 0.70 -0.04 -0.18 0.174
```
Positions in Å, forces in eV/Å.

Values from the calculation:
Structure (SMILES): On1[nH]nnc1=S
Kohn-Sham gap (eV): 8.5
Energy relative to the best compared isomer or geometry (same formula, charge and spin) (kJ/mol): 142.8

***

Which of these has the highest energy relative to the best compared isomer or geometry (same formula, charge and spin)?
C36H24Cl4FN3O6PbTe

***

What is the energy relative to the best compared isomer or geometry (same formula, charge and spin) in the third record?
142.8 kJ/mol